16
Properties=species:S:1:pos:R:3 method="wB97M-V/def2-TZVPD" lumo_ev=0.0 largest_force_ev_per_a=1.89 charge=0 e_tot_ha=-271.6104 homo_lumo_gap_ev=8.7 homo_ev=-8.7 smiles="C=CCC.C=O"
C 1.53 -0.75 -0.23
C 0.91 0.41 0.53
C -1.11 -0.27 1.32
C -0.60 0.64 0.50
C -1.24 0.24 -1.57
O -2.35 0.73 -1.54
H 1.36 -0.65 -1.30
H 1.14 -1.73 0.08
H 2.60 -0.75 -0.04
H 1.32 1.37 0.24
H 1.17 0.30 1.60
H -1.61 0.03 2.22
H -0.73 -1.28 1.24
H -0.98 1.66 0.43
H -0.35 0.78 -1.95
H -1.04 -0.85 -1.44

---

62
Properties=species:S:1:pos:R:3 method="wB97M-V/def2-TZVPD" lumo_ev=1.6 largest_force_ev_per_a=3.95 charge=-1 e_tot_ha=-1659.9025 homo_lumo_gap_ev=5.3 homo_ev=-3.7 smiles="CC(C)(C)OC(=O)[C@@H](N=C(c1ccccc1)c1ccccc1)[C@H](C=[N+]([O-])[O-])c1ccc([N+](=O)[O-])cc1"
C 0.69 -4.32 1.61
C -0.56 -3.55 1.86
C -1.50 -3.98 0.75
C -1.11 -3.93 3.23
O -0.41 -2.10 1.92
C 0.05 -1.54 0.79
C 0.36 -0.02 0.73
N 0.36 0.34 -0.61
C -0.11 0.04 -1.76
C 0.92 -0.04 -2.81
C 0.94 0.91 -3.84
C 1.91 0.81 -4.84
C 2.93 -0.14 -4.74
C 2.95 -1.06 -3.68
C 1.92 -1.03 -2.71
C -1.56 -0.11 -2.03
C -2.07 0.17 -3.32
C -3.46 0.24 -3.51
C -4.32 0.12 -2.43
C -3.83 -0.28 -1.17
C -2.45 -0.52 -1.01
O 0.24 -2.24 -0.22
H 1.51 -4.08 2.28
H 0.45 -5.37 1.73
H 1.03 -4.20 0.58
H -2.48 -3.48 0.77
H -1.02 -3.79 -0.21
H -1.66 -5.06 0.82
H -2.07 -3.42 3.44
H -1.29 -5.00 3.28
H -0.39 -3.68 4.01
H 1.45 0.17 1.33
H 0.21 1.71 -3.84
H 1.86 1.48 -5.69
H 3.73 -0.19 -5.47
H 3.73 -1.80 -3.57
H 1.83 -1.75 -1.89
H -1.40 0.34 -4.15
H -3.86 0.42 -4.50
H -5.38 0.33 -2.50
H -4.46 -0.42 -0.31
H -2.03 -1.05 -0.13
O 3.58 6.17 3.32
N 3.30 5.08 3.89
O 3.69 4.76 5.04
C 2.54 4.12 3.19
C 2.27 2.89 3.84
C 1.50 1.93 3.14
C 0.95 2.21 1.88
C -0.17 1.36 1.35
C -0.89 2.17 0.32
N -2.24 2.25 0.33
O -3.00 2.78 -0.52
O -2.72 1.54 1.29
C 1.35 3.39 1.21
C 2.07 4.38 1.90
H 2.59 2.75 4.85
H 1.40 0.92 3.57
H -0.87 1.02 2.21
H -0.34 2.45 -0.59
H 1.12 3.52 0.14
H 2.21 5.38 1.44

---

62
Properties=species:S:1:pos:R:3 method="wB97M-V/def2-TZVPD" lumo_ev=-2.0 largest_force_ev_per_a=0.81 charge=+1 e_tot_ha=-1414.8146 homo_lumo_gap_ev=8.3 homo_ev=-10.3 smiles=COc1ccc(OC[C@@H](O)Cn2c(N)[n+](CCN3CCOCC3)c3ccccc32)cc1
C -7.05 -0.08 -2.82
H -6.15 -0.25 -3.41
O -6.85 0.90 -1.82
C -5.93 0.66 -0.85
C -5.13 -0.47 -0.76
C -4.22 -0.61 0.28
C -4.10 0.37 1.24
C -4.90 1.51 1.15
C -5.80 1.65 0.13
H -6.43 2.53 0.05
H -4.81 2.27 1.91
O -3.24 0.35 2.33
C -2.38 -0.74 2.51
C -1.11 -0.56 1.65
O -0.68 0.78 1.75
H -1.47 1.32 1.97
C 0.01 -1.49 2.12
N 1.05 -1.66 1.14
C 1.96 -0.72 0.78
N 2.03 0.51 1.26
H 1.21 0.86 1.74
H 2.59 1.18 0.68
N 2.83 -1.24 -0.11
C 2.47 -2.56 -0.36
C 3.01 -3.53 -1.18
C 2.39 -4.76 -1.20
C 1.26 -5.03 -0.42
C 0.72 -4.06 0.41
C 1.34 -2.82 0.43
H -0.15 -4.27 1.00
H 0.81 -6.00 -0.47
H 2.78 -5.54 -1.84
H 3.88 -3.34 -1.80
C 4.01 -0.56 -0.61
H 4.63 -0.25 0.23
H 4.57 -1.29 -1.20
C 3.68 0.65 -1.50
N 3.36 1.83 -0.70
C 2.44 2.74 -1.37
H 1.53 2.20 -1.64
C 2.08 3.88 -0.41
O 3.22 4.57 0.01
C 4.13 3.71 0.64
H 5.00 4.32 0.90
C 4.55 2.57 -0.29
H 5.24 1.91 0.23
H 5.06 2.99 -1.17
H 3.69 3.29 1.56
H 1.44 4.61 -0.92
H 1.54 3.47 0.46
H 2.89 3.16 -2.28
H 4.53 0.84 -2.17
H 2.81 0.40 -2.12
H -0.40 -2.47 2.34
H 0.44 -1.08 3.04
H -1.35 -0.77 0.59
H -2.87 -1.70 2.31
H -2.10 -0.70 3.57
H -3.63 -1.51 0.31
H -5.20 -1.27 -1.49
H -7.83 0.32 -3.46
H -7.39 -1.03 -2.39

---

74
Properties=species:S:1:pos:R:3 method="wB97M-V/def2-TZVPD" lumo_ev=-6.7 largest_force_ev_per_a=13.36 charge=+1 e_tot_ha=-5006.3457 homo_lumo_gap_ev=1.6 homo_ev=-8.4
O -1.50 -4.46 0.89
C -0.33 -4.74 0.75
C 0.30 -5.16 -0.61
N 1.67 -4.64 -0.83
Br 2.40 -5.62 -2.31
C 0.65 -4.73 1.98
C 1.11 -3.49 2.58
C 2.05 -3.56 3.70
C 2.48 -4.89 4.15
C 2.02 -6.13 3.57
C 1.08 -6.07 2.45
H 0.29 -6.29 -0.63
H -0.34 -4.77 -1.44
H 1.70 -3.65 -1.09
H 2.33 -4.79 -0.05
H 0.74 -2.54 2.13
H 2.44 -2.60 4.16
H 3.22 -4.93 4.99
H 2.35 -7.14 3.90
H 0.69 -6.99 1.90
C 2.91 0.64 -0.35
C 2.17 1.46 0.69
C 1.23 0.43 1.30
O 1.90 -0.84 1.21
C 3.05 -0.70 0.35
H 3.87 1.07 -0.64
H 2.30 0.54 -1.25
H 2.87 1.82 1.45
H 1.64 2.32 0.28
H 0.30 0.36 0.73
H 0.99 0.64 2.34
H 3.94 -0.73 0.97
H 3.08 -1.53 -0.35
O 4.13 -1.92 5.20
H 4.82 -2.02 4.53
C -4.28 -2.31 1.79
C -3.02 -2.20 2.60
O -2.99 -0.81 2.94
C -4.26 -0.35 2.87
O -4.60 0.72 3.24
O -5.10 -1.28 2.30
H -4.76 -3.28 1.90
H -4.10 -2.13 0.72
H -3.07 -2.78 3.52
H -2.14 -2.48 2.04
Cs -5.20 -3.59 0.10
C -3.47 2.50 0.65
O -2.26 3.11 0.23
C -2.29 3.58 -1.03
O -3.23 3.53 -1.78
O -1.10 4.12 -1.29
C -0.98 4.67 -2.61
H -3.33 2.15 1.67
H -4.29 3.22 0.64
H -3.71 1.63 0.02
H -1.70 5.48 -2.75
H -1.12 3.90 -3.37
H 0.02 5.08 -2.71
C 0.06 7.84 -6.29
C 0.64 7.40 -4.97
O 0.97 6.24 -4.76
N 0.79 8.33 -4.00
C 0.46 9.75 -4.05
H 0.00 6.99 -6.96
H -0.95 8.24 -6.15
H 0.69 8.60 -6.75
H 1.18 7.96 -3.15
H 1.37 10.32 -3.86
H -0.27 9.96 -3.26
H 0.04 10.04 -5.01
F 0.57 -7.03 -3.40
Li -0.73 -7.64 2.90
Cl 4.08 -3.79 -1.16
Na -2.45 -10.04 2.50

---

64
Properties=species:S:1:pos:R:3 method="wB97M-V/def2-TZVPD" lumo_ev=0.4 largest_force_ev_per_a=0.98 charge=0 e_tot_ha=-4613.6393 homo_lumo_gap_ev=10.0 homo_ev=-9.6 smiles=COCCOC.COCCOC.ClCCCl.ClCCCl.ClCCCl.ClCCCl
Cl -2.89 3.07 -4.39
C -2.06 1.57 -3.89
C -2.72 0.34 -4.41
Cl -4.32 0.08 -3.61
H -2.01 1.57 -2.80
H -1.03 1.66 -4.24
H -2.13 -0.55 -4.19
H -2.95 0.37 -5.46
Cl -2.51 2.94 -0.50
C -4.09 2.11 -0.41
C -4.68 2.27 0.97
Cl -6.37 1.68 0.98
H -3.94 1.07 -0.69
H -4.74 2.60 -1.14
H -4.69 3.31 1.28
H -4.13 1.69 1.72
Cl -3.14 -2.09 5.45
C -4.82 -2.54 5.84
C -4.93 -3.29 7.14
Cl -3.83 -4.68 7.24
H -5.15 -3.19 5.03
H -5.41 -1.63 5.86
H -5.94 -3.71 7.24
H -4.76 -2.68 8.02
Cl 0.64 4.11 4.58
C 0.79 2.44 3.98
C 1.33 2.38 2.59
Cl 3.12 2.49 2.62
H -0.19 1.98 4.06
H 1.37 1.83 4.67
H 0.99 3.18 1.94
H 1.07 1.42 2.14
C -1.70 0.04 2.98
O -0.38 -0.36 2.64
C -0.32 -1.11 1.45
C -0.40 -0.25 0.20
O 0.91 -0.14 -0.33
C 0.99 0.85 -1.34
H -2.07 0.89 2.40
H -1.76 0.32 4.03
H -2.31 -0.86 2.85
H -1.10 -1.88 1.44
H 0.63 -1.65 1.46
H -0.75 0.75 0.47
H -1.03 -0.73 -0.56
H 0.15 0.77 -2.04
H 1.93 0.71 -1.87
H 0.96 1.84 -0.87
C 5.84 -3.07 -4.74
O 7.04 -2.65 -4.15
C 6.89 -1.88 -2.97
C 6.16 -0.57 -3.11
O 4.76 -0.76 -3.20
C 4.12 0.21 -3.97
H 5.17 -3.53 -4.01
H 6.10 -3.83 -5.48
H 5.30 -2.26 -5.23
H 7.90 -1.62 -2.64
H 6.40 -2.49 -2.20
H 6.53 -0.04 -4.00
H 6.40 0.03 -2.23
H 4.33 0.11 -5.05
H 4.41 1.22 -3.65
H 3.04 0.12 -3.87

---

11
Properties=species:S:1:pos:R:3 method="wB97M-V/def2-TZVPD" lumo_ev=0.4 largest_force_ev_per_a=4.60 charge=0 e_tot_ha=-667.5834 homo_lumo_gap_ev=9.7 homo_ev=-9.3 smiles=C[SiH](C)I
C -0.27 -1.54 -0.20
C -0.42 1.50 -0.26
Si 0.49 0.19 0.69
I 2.92 -0.25 -0.01
H 0.31 -2.41 0.15
H -1.28 -1.78 0.00
H 0.01 -1.22 -1.17
H -0.30 2.64 0.18
H -0.34 1.61 -1.31
H -1.51 1.40 -0.23
H 0.39 -0.13 2.14

---

85
Properties=species:S:1:pos:R:3 method="wB97M-V/def2-TZVPD" lumo_ev=-5.4 largest_force_ev_per_a=5.35 charge=+1 e_tot_ha=-2193.6198 homo_lumo_gap_ev=3.7 homo_ev=-9.1
C -1.91 6.02 1.05
O -1.36 6.35 2.36
B -1.07 5.19 3.15
O -0.70 5.39 4.53
C -1.11 3.64 2.60
C 0.20 3.20 1.86
F 1.28 4.13 1.73
C 0.33 1.76 1.28
C 1.67 1.34 0.53
O 2.14 0.16 0.51
O 2.46 2.33 -0.14
C 3.84 2.27 0.30
C 4.04 2.24 1.89
F 4.61 3.36 -0.24
C -0.90 0.82 1.53
C -0.78 -0.67 0.94
C -0.82 -0.64 -0.70
C 0.12 -1.84 -1.25
N 0.69 -1.70 -2.63
O 0.40 -2.85 -0.58
C -2.14 1.36 2.32
C -3.31 0.26 2.55
C -4.30 0.14 1.30
C -4.83 1.44 0.63
C -5.83 1.39 -0.55
C -6.34 0.02 -1.11
C -5.80 -1.30 -0.44
C -4.79 -1.23 0.75
C -4.35 -2.66 1.37
N -2.24 2.73 2.81
C -3.46 3.24 3.54
C -3.28 3.33 5.14
C -2.39 2.17 5.80
I -1.04 3.18 7.23
H -1.11 5.43 0.48
H -2.13 7.01 0.51
H -2.89 5.44 1.15
H -1.14 6.23 4.81
H 4.35 1.31 -0.11
H 4.98 2.86 2.14
H 4.24 1.17 2.29
H 3.16 2.65 2.50
H 0.19 -1.16 1.33
H -1.63 -1.37 1.25
H -1.89 -0.95 -1.00
H -0.55 0.38 -1.13
H 1.39 -0.93 -2.53
H -0.09 -1.30 -3.20
H -2.81 -0.75 2.83
H -3.97 0.52 3.47
H -4.49 2.45 1.02
H -6.24 2.34 -1.02
H -7.08 0.02 -1.98
H -6.18 -2.30 -0.85
H -3.60 -3.14 0.66
H -3.82 -2.52 2.39
H -5.28 -3.32 1.47
H -3.81 4.27 3.13
H -4.38 2.55 3.36
H -4.34 3.23 5.59
H -2.95 4.40 5.42
H -3.09 1.47 6.37
H -1.79 1.54 5.06
C 6.09 -2.39 -4.92
C 5.05 -2.99 -3.99
N 3.95 -3.65 -4.69
C 2.82 -3.98 -3.82
C 3.06 -4.99 -2.70
C 4.33 -4.70 -5.63
C 5.14 -5.88 -5.10
H 5.63 -1.70 -5.64
H 6.83 -1.82 -4.34
H 6.64 -3.15 -5.48
H 4.64 -2.17 -3.40
H 5.55 -3.66 -3.29
H 1.98 -4.32 -4.43
H 2.48 -3.04 -3.36
H 3.12 -6.01 -3.08
H 2.23 -4.96 -1.99
H 3.97 -4.78 -2.13
H 4.90 -4.24 -6.45
H 3.43 -5.09 -6.12
H 5.96 -5.57 -4.44
H 5.60 -6.42 -5.93
H 4.52 -6.59 -4.56

---

33
Properties=species:S:1:pos:R:3 method="wB97M-V/def2-TZVPD" lumo_ev=-7.5 largest_force_ev_per_a=3.18 charge=+2 e_tot_ha=-650.6653 homo_lumo_gap_ev=9.6 homo_ev=-17.2
C 1.48 0.20 -0.59
C 0.48 1.12 -1.34
C 0.18 2.38 -0.36
C -2.25 2.76 -0.17
N -1.23 2.10 0.17
N 1.16 -1.21 -0.94
H 2.51 0.31 -0.92
H 1.51 0.00 0.59
H 0.96 1.32 -2.34
H -0.55 0.84 -1.62
H 0.92 2.66 0.37
H 0.24 3.38 -0.78
H -2.23 3.69 -0.73
H -3.32 2.52 0.13
H -1.36 1.34 0.79
H 1.62 -2.00 -0.43
H 1.45 -1.40 -1.89
H 0.13 -1.34 -0.80
H 0.25 5.08 2.00
H -0.66 4.73 0.79
O -0.29 4.41 1.62
H 4.86 -2.88 0.57
H 3.61 -3.62 1.06
O 3.91 -2.95 0.37
H -1.69 -2.69 1.46
H -2.81 -1.79 1.98
O -2.34 -2.08 1.23
H -0.53 -4.82 0.68
H 0.09 -3.91 1.80
O -0.24 -3.92 0.92
H -2.15 -1.94 -1.73
H -1.89 -1.17 -0.47
O -1.81 -1.11 -1.41

---

Which of these has the highest charge?
C4H22N2O5

---

Which of these has the highest charge?
C4H22N2O5

---

Repeat the second record exactly.
62
Properties=species:S:1:pos:R:3 method="wB97M-V/def2-TZVPD" lumo_ev=1.6 largest_force_ev_per_a=3.95 charge=-1 e_tot_ha=-1659.9025 homo_lumo_gap_ev=5.3 homo_ev=-3.7 smiles="CC(C)(C)OC(=O)[C@@H](N=C(c1ccccc1)c1ccccc1)[C@H](C=[N+]([O-])[O-])c1ccc([N+](=O)[O-])cc1"
C 0.69 -4.32 1.61
C -0.56 -3.55 1.86
C -1.50 -3.98 0.75
C -1.11 -3.93 3.23
O -0.41 -2.10 1.92
C 0.05 -1.54 0.79
C 0.36 -0.02 0.73
N 0.36 0.34 -0.61
C -0.11 0.04 -1.76
C 0.92 -0.04 -2.81
C 0.94 0.91 -3.84
C 1.91 0.81 -4.84
C 2.93 -0.14 -4.74
C 2.95 -1.06 -3.68
C 1.92 -1.03 -2.71
C -1.56 -0.11 -2.03
C -2.07 0.17 -3.32
C -3.46 0.24 -3.51
C -4.32 0.12 -2.43
C -3.83 -0.28 -1.17
C -2.45 -0.52 -1.01
O 0.24 -2.24 -0.22
H 1.51 -4.08 2.28
H 0.45 -5.37 1.73
H 1.03 -4.20 0.58
H -2.48 -3.48 0.77
H -1.02 -3.79 -0.21
H -1.66 -5.06 0.82
H -2.07 -3.42 3.44
H -1.29 -5.00 3.28
H -0.39 -3.68 4.01
H 1.45 0.17 1.33
H 0.21 1.71 -3.84
H 1.86 1.48 -5.69
H 3.73 -0.19 -5.47
H 3.73 -1.80 -3.57
H 1.83 -1.75 -1.89
H -1.40 0.34 -4.15
H -3.86 0.42 -4.50
H -5.38 0.33 -2.50
H -4.46 -0.42 -0.31
H -2.03 -1.05 -0.13
O 3.58 6.17 3.32
N 3.30 5.08 3.89
O 3.69 4.76 5.04
C 2.54 4.12 3.19
C 2.27 2.89 3.84
C 1.50 1.93 3.14
C 0.95 2.21 1.88
C -0.17 1.36 1.35
C -0.89 2.17 0.32
N -2.24 2.25 0.33
O -3.00 2.78 -0.52
O -2.72 1.54 1.29
C 1.35 3.39 1.21
C 2.07 4.38 1.90
H 2.59 2.75 4.85
H 1.40 0.92 3.57
H -0.87 1.02 2.21
H -0.34 2.45 -0.59
H 1.12 3.52 0.14
H 2.21 5.38 1.44

---

Among the records above, which one has the highest charge?
C4H22N2O5